{"formula": "C36H99N9O9", "method": "the ωB97M-V functional and the def2-TZVPD basis", "smiles": "COC[C@H](C)N.COC[C@H](C)N.COC[C@H](C)N.COC[C@H](C)N.COC[C@H](C)N.COC[C@H](C)N.COC[C@H](C)N.COC[C@H](C)N.COC[C@H](C)N", "max_force_ha_per_bohr": 0.0598, "lumo_energy_ev": 0.379, "e_above_lowest_ev": 3.8016, "e_tot_ev": -70768.5082, "symbols": ["C", "O", "C", "C", "C", "N", "H", "H", "H", "H", "H", "H", "H", "H", "H", "H", "H", "C", "O", "C", "C", "C", "N", "H", "H", "H", "H", "H", "H", "H", "H", "H", "H", "H", "C", "O", "C", "C", "C", "N", "H", "H", "H", "H", "H", "H", "H", "H", "H", "H", "H", "C", "O", "C", "C", "C", "N", "H", "H", "H", "H", "H", "H", "H", "H", "H", "H", "H", "C", "O", "C", "C", "C", "N", "H", "H", "H", "H", "H", "H", "H", "H", "H", "H", "H", "C", "O", "C", "C", "C", "N", "H", "H", "H", "H", "H", "H", "H", "H", "H", "H", "H", "C", "O", "C", "C", "C", "N", "H", "H", "H", "H", "H", "H", "H", "H", "H", "H", "H", "C", "O", "C", "C", "C", "N", "H", "H", "H", "H", "H", "H", "H", "H", "H", "H", "H", "C", "O", "C", "C", "C", "N", "H", "H", "H", "H", "H", "H", "H", "H", "H", "H", "H"], "coordinates": [[0.294, -1.104, -1.088], [0.423, -0.239, 0.054], [0.281, 1.135, -0.312], [0.590, 2.126, 0.816], [2.049, 1.966, 1.425], [-0.422, 1.912, 1.889], [-0.707, -1.077, -1.517], [0.576, -2.117, -0.800], [1.025, -0.865, -1.860], [0.956, 1.244, -1.161], [-0.723, 1.366, -0.670], [0.443, 3.132, 0.424], [2.212, 1.043, 1.981], [2.266, 2.770, 2.128], [2.772, 1.901, 0.612], [-0.249, 1.011, 2.312], [-0.360, 2.614, 2.612], [4.118, 5.999, -0.254], [2.832, 6.459, 0.140], [1.869, 5.480, 0.346], [0.486, 6.108, 0.712], [-0.109, 6.991, -0.363], [0.530, 7.078, 1.789], [4.556, 5.422, 0.560], [4.716, 6.886, -0.460], [3.998, 5.378, -1.142], [1.808, 4.792, -0.498], [2.112, 4.911, 1.243], [-0.251, 5.376, 1.041], [-1.073, 7.424, -0.097], [-0.240, 6.437, -1.292], [0.702, 7.634, -0.706], [1.204, 6.788, 2.483], [0.970, 7.892, 1.384], [-0.607, -3.414, -4.175], [-2.026, -3.538, -4.072], [-2.522, -4.909, -4.045], [-2.018, -5.771, -2.824], [-2.686, -7.074, -2.681], [-2.355, -5.011, -1.622], [-0.111, -3.561, -3.215], [-0.375, -2.399, -4.498], [-0.278, -4.028, -5.014], [-3.605, -4.835, -3.946], [-2.437, -5.324, -5.050], [-0.953, -5.918, -3.005], [-3.761, -6.960, -2.541], [-2.336, -7.620, -1.805], [-2.450, -7.690, -3.548], [-1.599, -5.134, -0.964], [-2.265, -4.054, -1.932], [4.406, 3.812, 5.046], [3.220, 4.331, 5.614], [2.577, 3.452, 6.521], [1.624, 4.312, 7.380], [2.326, 5.470, 8.122], [1.028, 3.509, 8.467], [4.719, 4.490, 4.252], [4.164, 2.981, 4.384], [5.255, 3.730, 5.725], [2.095, 2.631, 5.990], [3.215, 2.961, 7.256], [0.896, 4.629, 6.632], [2.893, 5.995, 7.354], [2.997, 5.155, 8.921], [1.628, 6.173, 8.578], [0.581, 4.116, 9.139], [1.808, 3.122, 8.980], [2.772, -1.938, -4.875], [3.655, -2.835, -5.468], [3.195, -4.189, -5.302], [3.945, -5.119, -6.253], [3.834, -4.840, -7.707], [3.599, -6.518, -6.073], [1.732, -2.026, -5.191], [2.984, -0.903, -5.143], [2.752, -1.947, -3.786], [3.401, -4.425, -4.258], [2.131, -4.245, -5.531], [4.924, -5.003, -5.787], [4.696, -5.319, -8.171], [3.921, -3.768, -7.883], [2.927, -5.232, -8.168], [3.710, -6.730, -5.092], [2.605, -6.635, -6.210], [4.093, -3.925, -0.978], [3.281, -4.961, -0.411], [1.907, -4.661, -0.315], [1.155, -5.727, 0.437], [1.248, -7.085, -0.237], [-0.267, -5.506, 0.518], [3.994, -2.980, -0.445], [3.861, -3.877, -2.042], [5.155, -4.152, -0.877], [1.859, -3.649, 0.085], [1.495, -4.599, -1.322], [1.510, -5.709, 1.467], [0.868, -7.897, 0.383], [2.219, -7.314, -0.675], [0.600, -7.104, -1.113], [-0.730, -6.157, 1.136], [-0.427, -4.558, 0.826], [0.351, -3.123, 3.332], [-0.695, -3.143, 2.326], [-1.400, -1.904, 2.375], [-2.475, -1.894, 1.254], [-3.030, -0.448, 1.053], [-3.527, -2.820, 1.611], [1.018, -2.263, 3.290], [0.941, -4.040, 3.322], [-0.042, -3.136, 4.348], [-1.763, -1.742, 3.390], [-0.658, -1.137, 2.153], [-1.965, -2.194, 0.338], [-3.404, -0.003, 1.974], [-3.714, -0.566, 0.212], [-2.200, 0.181, 0.732], [-3.222, -3.769, 1.772], [-3.963, -2.540, 2.478], [-5.445, 2.821, -3.372], [-5.057, 1.421, -3.240], [-4.676, 0.704, -4.467], [-3.918, -0.561, -4.019], [-2.619, -0.260, -3.226], [-3.602, -1.443, -5.143], [-4.679, 3.394, -3.895], [-5.686, 3.110, -2.349], [-6.326, 2.897, -4.010], [-5.539, 0.367, -5.041], [-4.044, 1.275, -5.146], [-4.639, -1.143, -3.444], [-2.688, 0.699, -2.712], [-1.695, -0.035, -3.759], [-2.484, -0.989, -2.426], [-4.470, -1.810, -5.505], [-3.097, -2.273, -4.868], [-4.881, 4.161, 2.457], [-3.912, 4.501, 3.441], [-2.545, 4.300, 3.054], [-1.540, 4.524, 4.221], [-1.517, 5.886, 4.790], [-0.229, 4.353, 3.652], [-5.877, 4.299, 2.877], [-4.800, 3.170, 2.011], [-4.794, 4.765, 1.553], [-2.496, 3.315, 2.590], [-2.409, 4.983, 2.215], [-1.817, 3.793, 4.981], [-2.390, 6.140, 5.391], [-1.586, 6.623, 3.990], [-0.650, 6.192, 5.377], [0.494, 4.312, 4.356], [0.055, 5.082, 3.013]]}